[1]
C45H75F6N2O12PS2 | the ωB97M-V functional and the def2-TZVPD basis

Structure (XYZ):
```
143
Properties=species:S:1:pos:R:3
C -0.17844 0.37986 1.27413
C -0.90309 -0.87459 1.74387
O -0.10591 -2.00950 1.45319
C -0.56115 -3.22170 2.03386
C -0.33834 -4.33341 1.03597
O -1.36422 -4.47047 0.05339
C -2.08356 -3.35989 -0.28039
C -3.35369 -3.23958 0.26807
C -3.98813 -4.25063 1.19620
C -3.77723 -5.73697 0.92560
C -4.07661 -6.16759 -0.49665
F -3.40828 -7.36426 -0.76781
C -4.06008 -2.07472 0.00298
C -3.54353 -1.07871 -0.79669
C -2.30857 -1.24909 -1.40444
C -1.57095 -2.39431 -1.14026
P 0.05364 -2.67555 -1.88870
S 0.24116 -4.21334 -3.06696
N -1.76387 -0.20227 -2.21893
C -1.99159 -0.29054 -3.63998
F -1.06042 0.49712 -4.24939
F -1.78755 -1.57453 -4.01291
C -3.36585 0.15198 -4.18604
F -4.27017 -0.81641 -3.89110
F -3.28203 0.26454 -5.53447
C -1.91133 1.11243 -1.66456
C -0.83863 1.98553 -1.70387
C -0.95674 3.24573 -1.15827
C -2.12781 3.67464 -0.54111
C -2.23140 5.02618 0.10952
C -1.25865 5.17889 1.29474
C 0.06880 5.88403 0.95814
C 1.29548 5.05435 1.33574
N 2.44705 5.42258 0.49633
C 3.65307 4.79841 0.81305
C 4.70336 4.89478 -0.26525
O 3.85767 4.28077 1.89564
C -3.17568 2.77783 -0.51759
F -4.33322 3.13422 0.06769
C -3.09640 1.50464 -1.05980
S -4.46633 0.41398 -0.97326
H 0.66653 0.11490 0.64122
H -0.84005 1.02423 0.69191
H 0.20295 0.96983 2.10581
H -1.87365 -0.96276 1.23948
H -1.11094 -0.82134 2.81758
H 0.00538 -3.44162 2.94395
H -1.61628 -3.13821 2.31323
H 0.62766 -4.15808 0.55844
H -0.27218 -5.29810 1.53880
H -5.05859 -4.03522 1.19817
H -3.65329 -4.05069 2.21880
H -2.75500 -6.03597 1.14924
H -4.41152 -6.29565 1.61567
H -5.14008 -6.36996 -0.63540
H -3.73969 -5.43543 -1.23083
H -5.02595 -1.93283 0.47162
H 0.32360 -1.45724 -2.50777
H 0.94711 -2.65184 -0.81654
H -3.69307 1.10972 -3.78113
H 0.07927 1.65649 -2.16766
H -0.11052 3.91931 -1.20517
H -2.03308 5.78830 -0.64352
H -3.24560 5.14610 0.48026
H -1.02629 4.17739 1.66566
H -1.76663 5.68369 2.11451
H 0.12333 6.84088 1.47290
H 0.10993 6.08049 -0.11582
H 1.59943 5.23354 2.36338
H 1.08164 3.98750 1.22945
H 2.24931 5.26873 -0.48583
H 4.97397 5.93567 -0.43899
H 4.34826 4.49274 -1.21494
H 5.57989 4.33967 0.05145
C 2.75211 8.41862 2.38883
O 2.82879 9.52441 1.51845
C 2.71517 10.78699 2.14563
C 3.72024 11.77787 1.60595
O 5.06215 11.52122 1.96997
C 5.75280 10.45359 1.34999
C 6.14913 10.69713 -0.08738
O 5.03544 10.66185 -0.96086
C 5.05458 11.63566 -1.97875
H 1.71664 8.21647 2.68961
H 3.13349 7.55526 1.84824
H 3.35966 8.57067 3.28743
H 2.84391 10.69523 3.22970
H 1.71193 11.19233 1.95588
H 3.48967 12.74145 2.06764
H 3.60611 11.89322 0.52548
H 5.21207 9.50915 1.44599
H 6.68153 10.36516 1.91887
H 6.85463 9.90589 -0.37570
H 6.66825 11.65898 -0.16074
H 5.34909 12.61617 -1.58977
H 4.04434 11.70985 -2.37877
H 5.73420 11.35780 -2.79231
C 3.16851 -2.49968 -5.21300
O 4.04638 -3.56036 -4.90939
C 3.54040 -4.84735 -5.22351
C 4.58475 -5.71848 -5.88069
O 4.94243 -5.33856 -7.19709
C 5.75907 -4.20062 -7.38360
C 7.21174 -4.38835 -7.01152
O 7.40034 -4.46021 -5.61067
C 8.34127 -5.41965 -5.19120
H 2.37097 -2.41922 -4.46701
H 3.75362 -1.57982 -5.21712
H 2.71569 -2.62618 -6.20240
H 2.66473 -4.76912 -5.87602
H 3.22366 -5.33962 -4.29594
H 4.13894 -6.71017 -5.99195
H 5.46220 -5.82233 -5.23790
H 5.34583 -3.31756 -6.89071
H 5.73609 -4.02303 -8.46199
H 7.76930 -3.52620 -7.40284
H 7.59433 -5.29152 -7.49984
H 8.21076 -6.36848 -5.72272
H 8.17967 -5.59241 -4.12810
H 9.36979 -5.06947 -5.33709
C -5.68048 -9.65853 6.24160
O -5.61325 -8.28947 6.57032
C -4.37505 -7.67303 6.27782
C -4.54859 -6.30495 5.65954
O -5.05581 -6.30373 4.33781
C -6.41557 -6.63202 4.11682
C -7.41244 -5.60143 4.59413
O -7.51112 -5.56710 6.00395
C -7.63343 -4.27694 6.55615
H -5.14215 -10.27583 6.96915
H -6.73122 -9.94358 6.24972
H -5.27364 -9.85148 5.24298
H -3.77883 -8.30010 5.60569
H -3.81004 -7.54450 7.21085
H -3.54734 -5.87531 5.56883
H -5.12786 -5.65202 6.31619
H -6.66188 -7.62099 4.50882
H -6.51007 -6.67562 3.02819
H -8.39103 -5.86851 4.17266
H -7.13056 -4.61732 4.20192
H -6.93300 -3.57407 6.09155
H -7.39815 -4.35256 7.61664
H -8.65151 -3.88613 6.44999
```

## Properties
Charge: 0
SMILES: CCOCCOc1c(CCCF)cc2c(c1[PH2]=S)N(C(F)(F)C(F)F)c1ccc(CCCCNC(C)=O)c(F)c1S2.COCCOCCOC.COCCOCCOC.COCCOCCOC


[2]
C45H78N11P2ScSe | the ωB97M-V functional and the def2-TZVPD basis

Structure (XYZ):
```
138
Properties=species:S:1:pos:R:3
Sc 0.19470 -0.73316 0.36680
C 3.96226 -1.21838 2.22016
P 2.22571 -1.79001 2.19739
C 1.66840 -1.17734 3.83874
N 2.14199 -1.80792 4.89246
C 1.78042 -1.37690 6.11677
C 2.28570 -2.01815 7.27193
C 1.89618 -1.57391 8.49979
C 0.98969 -0.48607 8.63614
C 0.48368 0.15215 7.54387
C 0.87574 -0.27637 6.25392
N 0.41718 0.36184 5.16027
C 0.81380 -0.05866 3.97665
P 0.28108 0.95593 2.54637
C -1.35160 1.54301 3.10781
C 1.39279 2.46678 2.49014
C 0.54400 3.70770 2.19924
C 2.39540 2.25881 1.35305
C 2.13894 2.65142 3.81328
C 2.37968 -3.66029 2.30852
C 3.66087 -4.09169 3.03214
C 2.41693 -4.17536 0.86389
C 1.17604 -4.27711 3.02697
H 4.39365 -1.51362 3.17636
H 4.01637 -0.13495 2.14336
H 4.55405 -1.65712 1.41851
H 2.97418 -2.84360 7.15243
H 2.27866 -2.04975 9.39290
H 0.70685 -0.16354 9.62931
H -0.19859 0.98667 7.63186
H -1.24084 1.99899 4.09177
H -2.05795 0.71671 3.21038
H -1.75755 2.27021 2.40783
H -0.04431 3.60325 1.28528
H 1.21689 4.55781 2.07116
H -0.12605 3.95148 3.02277
H 1.88717 2.11592 0.39447
H 3.04813 1.40643 1.54099
H 3.03769 3.13708 1.25929
H 1.45567 2.78812 4.65117
H 2.76350 3.54350 3.73921
H 2.79260 1.80612 4.03832
H 4.56335 -3.78126 2.50775
H 3.67436 -5.18224 3.08024
H 3.69508 -3.71139 4.05066
H 3.29607 -3.83230 0.31448
H 1.51554 -3.88512 0.30633
H 2.45562 -5.26657 0.87448
H 1.04124 -3.88935 4.03627
H 1.33852 -5.35240 3.11877
H 0.25214 -4.15936 2.45607
N -5.26602 -0.97933 0.38296
C -3.81928 -1.44390 0.48292
C -3.62144 -2.12747 1.82663
C -2.26380 -2.82431 1.92851
N -1.14784 -1.83251 2.03069
C -2.04750 -3.78299 0.76597
C -2.21504 -3.12822 -0.59421
N -1.02192 -2.27466 -0.92002
C -3.54128 -2.37206 -0.69233
H -5.50194 -0.30367 1.11490
H -5.91812 -1.76472 0.47529
H -5.45463 -0.53496 -0.51644
H -3.22908 -0.52788 0.40417
H -4.38405 -2.90231 1.95966
H -3.74768 -1.41999 2.65145
H -2.28122 -3.40480 2.85335
H -0.37236 -2.33765 2.46167
H -1.39929 -1.15460 2.74803
H -2.77075 -4.59720 0.85133
H -1.06639 -4.25764 0.82920
H -2.25761 -3.91537 -1.34875
H -1.24221 -1.74054 -1.76225
H -0.29547 -2.92499 -1.22034
H -4.32233 -3.13920 -0.73353
H -3.59507 -1.82236 -1.63430
C -2.10018 5.31473 -1.63824
C -0.71684 5.74750 -1.15814
C 0.46011 5.20294 -1.96566
C 0.68848 3.69025 -1.91164
N -0.27937 2.90821 -2.70417
C -1.18539 2.02347 -2.26241
Se -1.29166 1.42756 -0.45259
N -2.00577 1.69566 -3.27338
C -3.22355 0.89518 -3.24404
C -3.09177 -0.43697 -3.96915
C -4.45580 -1.10161 -4.17376
C -5.26902 -0.45897 -5.29434
C -1.59211 2.36865 -4.42501
C -2.10866 2.37388 -5.71876
C -1.42655 3.13485 -6.64413
C -0.26713 3.85196 -6.29905
C 0.23023 3.85672 -5.01350
C -0.47593 3.10971 -4.07145
H -2.87486 5.91805 -1.16678
H -2.32051 4.27256 -1.39435
H -2.20255 5.44497 -2.71869
H -0.58400 5.49540 -0.10263
H -0.65937 6.83568 -1.20771
H 1.38513 5.65363 -1.59846
H 0.36692 5.53015 -3.00186
H 0.60543 3.33781 -0.88414
H 1.68079 3.44101 -2.29453
H -4.00300 1.50264 -3.70633
H -3.49838 0.75812 -2.19575
H -2.39908 -1.08229 -3.41163
H -2.62500 -0.28462 -4.94448
H -5.03540 -1.06594 -3.23915
H -4.30848 -2.15894 -4.40195
H -5.51742 0.58398 -5.09032
H -6.20927 -0.98701 -5.44251
H -4.72150 -0.50095 -6.23685
H -2.99535 1.81974 -5.99536
H -1.78497 3.17851 -7.66343
H 0.24302 4.42002 -7.06480
H 1.12197 4.41295 -4.76286
C 3.16332 -0.75661 -0.91191
N 1.72997 -0.86086 -1.40883
C 1.49278 0.36770 -2.27291
N 2.46085 0.52714 -3.31913
C 3.80547 0.61724 -2.73072
N 4.11439 -0.59438 -1.97033
C 4.04164 -1.75671 -2.86109
N 2.69641 -1.86904 -3.43711
C 1.73021 -2.02535 -2.38979
C 2.40756 -0.64942 -4.19632
H 3.38049 -1.67714 -0.37330
H 3.21959 0.09215 -0.22745
H 1.50589 1.24254 -1.62105
H 0.50206 0.26116 -2.72008
H 3.85725 1.48504 -2.06933
H 4.53793 0.74382 -3.52574
H 4.27773 -2.66345 -2.30162
H 4.76899 -1.64831 -3.66329
H 1.94174 -2.94103 -1.83049
H 0.73983 -2.08236 -2.84953
H 1.41409 -0.72301 -4.64459
H 3.13926 -0.54106 -4.99461
```

## Properties
Charge: +4
Relative energy (zero: lowest compared OMol25 entry of this formula, charge and spin): 0.00 kcal/mol


[3]
C45H85N13O10 | the ωB97M-V functional and the def2-TZVPD basis

Structure (XYZ):
```
153
Properties=species:S:1:pos:R:3
C 4.98179 1.79385 -4.79793
C 3.69536 2.53213 -5.13947
O 3.64886 3.28647 -6.10580
N 2.61046 2.32714 -4.36855
C 2.44891 1.37490 -3.27591
H 5.66171 2.39116 -4.19366
H 5.46861 1.44641 -5.70347
H 4.72564 0.90508 -4.21674
H 1.77402 2.83425 -4.62185
H 1.61897 1.67744 -2.64116
H 3.28666 1.35042 -2.57713
H 2.25648 0.34976 -3.59418
C -4.16237 -2.46412 4.80635
C -3.07370 -1.84882 3.94126
O -3.06925 -0.61928 3.87345
N -2.12534 -2.56192 3.30447
C -2.07586 -4.00652 3.32357
H -4.33175 -1.80563 5.65286
H -3.90090 -3.43517 5.23459
H -5.09090 -2.57625 4.24955
H -1.54964 -2.01931 2.67825
H -1.11675 -4.36205 2.95932
H -2.88798 -4.50198 2.78179
H -2.19232 -4.32048 4.36345
C 3.56855 -3.75523 6.71428
C 3.23581 -3.36681 5.30606
O 3.62125 -3.98460 4.31939
N 2.45812 -2.26139 5.15208
C 2.03339 -1.78860 3.82806
H 3.49900 -2.90504 7.38834
H 4.50295 -4.31195 6.68342
H 2.85296 -4.50018 7.07648
H 2.04686 -1.76101 5.91907
H 2.92557 -1.70015 3.21034
H 1.63541 -0.78778 3.98981
H 1.28411 -2.44669 3.39822
C -0.59855 1.84683 3.84885
C 0.61214 2.67813 3.52666
O 1.35223 2.30228 2.61417
N 0.77625 3.85430 4.17096
C 1.92679 4.69814 3.93809
H -0.34534 0.78906 3.77416
H -1.41381 1.95484 3.13537
H -0.91986 2.01208 4.88048
H 0.08851 4.07657 4.86817
H 2.52922 4.33814 3.10940
H 2.55127 4.79739 4.82310
H 1.59725 5.67912 3.58501
C -1.41811 7.56488 -1.38299
C -1.68672 6.61445 -0.23614
O -2.71170 6.70318 0.42821
N -0.71066 5.71722 -0.00988
C -0.64938 4.73528 1.05547
H -2.07375 8.42639 -1.37379
H -1.53925 7.02375 -2.32727
H -0.36544 7.85815 -1.37743
H 0.05084 5.64351 -0.67108
H -0.00504 3.90803 0.76028
H -1.63436 4.29869 1.21981
H -0.21853 5.24767 1.91652
C -6.67476 0.54043 -1.25833
C -6.24983 -0.90953 -1.53971
O -6.69707 -1.46396 -2.53711
N -5.35666 -1.49843 -0.73481
C -4.84742 -0.98886 0.51902
H -7.69299 0.59161 -0.87528
H -6.66668 1.02560 -2.23013
H -6.02112 1.00682 -0.52239
H -5.12071 -2.46599 -0.91677
H -4.39379 -1.82683 1.05318
H -5.61461 -0.60607 1.19169
H -4.03399 -0.28021 0.35064
C -3.70023 -0.31472 -4.34862
C -2.63814 -1.34562 -4.66016
O -2.94084 -2.39383 -5.22159
N -1.37694 -1.07003 -4.28100
C -0.21753 -1.89817 -4.52979
H -4.43490 -0.64207 -3.60533
H -4.35290 -0.17149 -5.21049
H -3.31278 0.63729 -3.98006
H -1.24049 -0.19787 -3.78158
H -0.32104 -2.62094 -5.33192
H 0.06692 -2.40665 -3.60628
H 0.56230 -1.19343 -4.83271
C -0.41396 3.80593 -2.63939
C -0.59970 2.89593 -3.81825
O -0.75847 1.70528 -3.55624
N -0.50919 3.35804 -5.07967
C -0.52940 2.47951 -6.24405
H -1.35954 3.88414 -2.09786
H -0.20001 4.85426 -2.86368
H 0.34933 3.41026 -1.97511
H -0.27786 4.33598 -5.13988
H 0.34136 1.82748 -6.20409
H -0.47832 3.10597 -7.13179
H -1.46840 1.93479 -6.30423
C 3.54007 5.62870 -3.14346
C 2.92297 5.23401 -1.83986
O 1.83723 5.71231 -1.50593
N 3.53065 4.27855 -1.10313
C 2.88305 3.69119 0.06526
H 4.55766 5.22771 -3.23760
H 3.63232 6.70450 -3.25117
H 3.01493 5.14328 -3.96611
H 4.33818 3.80384 -1.46460
H 2.08363 2.99031 -0.16292
H 2.55644 4.49055 0.72726
H 3.63813 3.17007 0.65440
C 4.08233 0.87324 3.20615
C 4.88758 -0.03211 2.31159
O 4.41088 -0.40497 1.24422
N 6.08565 -0.44163 2.76488
C 6.94196 -1.34501 2.00530
H 3.91987 1.83510 2.71616
H 4.56526 1.11218 4.15689
H 3.08036 0.48171 3.35454
H 6.51406 0.01206 3.55067
H 7.24538 -0.90328 1.05834
H 6.37715 -2.25941 1.82228
H 7.79892 -1.63635 2.60662
N 0.33024 -1.69880 0.96371
C -0.80237 -2.06982 0.34129
C -1.47150 -1.25556 -0.56476
C -0.99142 0.01069 -0.85020
C 0.15100 0.40748 -0.18159
C 0.76189 -0.43858 0.71735
H -1.18760 -3.07070 0.50380
H -2.39324 -1.54970 -1.05220
H -1.52850 0.55713 -1.61126
H 0.56341 1.40454 -0.29262
H 1.63909 -0.15795 1.28414
N -3.86199 -4.15161 -0.91821
C -3.64436 -4.19474 -2.22567
C -3.43382 -5.40579 -2.90503
C -3.31594 -6.55762 -2.17287
C -3.59855 -6.51204 -0.81211
C -3.90690 -5.31034 -0.22263
H -3.62672 -3.27858 -2.80532
H -3.35273 -5.38563 -3.98383
H -2.99676 -7.48453 -2.63249
H -3.57527 -7.40577 -0.20145
H -4.13510 -5.23272 0.83040
N -0.17177 -7.61949 2.17596
C 0.64248 -6.78726 2.84271
C 1.12923 -5.59779 2.34969
C 0.73041 -5.21821 1.06029
C -0.14767 -6.03584 0.36964
C -0.53789 -7.24981 0.94938
H 0.85360 -7.13525 3.84844
H 1.78611 -4.94845 2.91477
H 1.10589 -4.32803 0.57368
H -0.55466 -5.73588 -0.58807
H -1.18158 -7.98065 0.47432
```

## Properties
Charge: 0


Number 1: DFT total energy -4508.80046 a.u., frontier orbital gap 8.570 eV. Number 2: DFT total energy -6207.59131 a.u., frontier orbital gap 7.051 eV. Number 3: DFT total energy -3230.06826 a.u., frontier orbital gap 9.238 eV.